Record 1
C46H48AlN3P as an isolated structure in a non-equilibrium geometry, computed with ωB97M-V with the def2-TZVPD basis set.

XYZ file:
```
99
Properties=species:S:1:pos:R:3:lowdin_charge:R:1
Al -0.96867 1.00415 -0.19925 0.53
N -0.67573 0.89000 4.01098 0.02
N 0.53676 3.24915 0.15291 -0.01
C -2.36984 0.69235 -1.83617 -0.27
C -3.06138 1.49417 -0.84267 -0.25
C -3.17470 0.70983 0.34851 -0.29
C -3.82080 1.11469 1.63163 -0.10
H -4.24755 2.11967 1.57977 0.07
H -3.04426 1.13361 2.45767 0.04
H -4.58739 0.39704 1.93227 0.07
C -2.60387 -0.57780 0.10907 -0.28
C -2.71813 -1.74400 1.01878 -0.04
H -3.65244 -2.29082 0.81814 0.09
H -2.73365 -1.43522 2.06795 0.07
H -1.88065 -2.44105 0.88873 0.02
C -2.02300 -0.57999 -1.21205 -0.28
C -1.56581 -1.79826 -1.94308 -0.03
H -0.86724 -2.37911 -1.33094 0.05
H -1.06519 -1.53629 -2.88048 0.07
H -2.42089 -2.44687 -2.18695 0.09
C -3.72920 2.80076 -1.09402 -0.03
H -4.77410 2.65573 -1.41171 0.09
H -3.21355 3.36545 -1.88292 0.06
H -3.73871 3.41210 -0.18244 0.08
C -2.38057 0.93877 -3.30329 -0.03
H -1.58160 0.37474 -3.79811 0.07
H -2.22410 2.00043 -3.51950 0.07
H -3.33909 0.63564 -3.75873 0.09
C 0.10400 0.68378 5.04084 -0.20
H -0.44282 0.32702 5.92032 0.09
C 1.50927 0.85855 4.97899 -0.13
H 2.06289 0.55154 5.88010 0.08
C 2.10020 1.36783 3.82829 -0.13
H 3.21043 1.54892 3.82032 0.11
C 1.28948 1.60084 2.69230 -0.04
H 1.70026 2.01660 1.76791 0.07
C -0.13804 1.24425 2.80703 -0.37
C -1.38621 1.23363 2.02305 -0.15
H -1.53575 2.40533 1.94037 0.08
C 0.21309 2.61785 -0.92743 -0.21
C 0.88163 4.53482 -0.07209 -0.17
H 0.94818 5.01607 0.91564 0.11
C 1.04293 4.74036 -1.38575 -0.09
H 1.43909 5.61794 -1.87944 0.10
N 0.66906 3.48008 -1.96375 -0.03
C 0.44953 3.26312 -3.32765 -0.15
C -0.32113 4.21886 -4.02764 -0.20
C -0.48682 3.99689 -5.38590 -0.02
H -1.04929 4.73459 -5.94945 0.11
C 0.05674 2.85961 -5.99264 -0.28
C -0.06772 2.71036 -7.46907 -0.07
H -0.12702 1.65187 -7.74194 0.07
H 0.80178 3.14628 -7.98151 0.08
H -0.96420 3.23229 -7.82060 0.07
C 0.73288 1.88289 -5.25128 -0.02
H 1.14077 0.98958 -5.72225 0.12
C 0.91030 2.04541 -3.88731 -0.20
C 1.57926 1.01863 -3.02765 -0.05
H 2.34686 1.43247 -2.35858 0.09
H 2.07174 0.30437 -3.69983 0.08
H 0.86529 0.43876 -2.41504 0.06
C -0.98714 5.32912 -3.28096 -0.04
H -0.29137 6.03039 -2.80264 0.06
H -1.70510 4.97999 -2.51998 0.09
H -1.56061 5.89352 -4.02022 0.07
C 1.63183 -6.30446 -0.48000 -0.11
C 0.32506 -5.87399 -0.24247 -0.09
C 0.08355 -4.60039 0.27832 -0.11
C 1.17160 -3.75399 0.59033 -0.37
C 2.47655 -4.15636 0.27110 -0.08
C 2.70959 -5.45232 -0.21407 -0.09
P 0.77503 -2.17868 1.45781 1.12
C 0.14137 -2.90212 3.02681 -0.36
C -0.84174 -2.19489 3.74329 -0.09
C -1.40677 -2.74280 4.89719 -0.07
C -0.98827 -4.00153 5.34767 -0.10
C -0.01656 -4.70914 4.64306 -0.10
C 0.57134 -4.15202 3.50545 -0.11
C 2.44894 -1.62535 1.95271 -0.38
C 3.07727 -2.01130 3.14932 -0.08
C 4.42308 -1.70007 3.34797 -0.10
C 5.12243 -0.94060 2.41791 -0.10
C 4.47280 -0.47092 1.26446 -0.09
C 3.13486 -0.80000 1.04058 -0.12
H 1.81668 -7.30662 -0.88361 0.10
H -0.52412 -6.52818 -0.45308 0.10
H -0.93955 -4.27165 0.47388 0.10
H 3.31504 -3.47675 0.42386 0.10
H 3.73233 -5.78166 -0.37772 0.09
H -1.14574 -1.20558 3.40707 0.07
H -2.17063 -2.18393 5.43254 0.10
H -1.42731 -4.42595 6.25564 0.10
H 0.29863 -5.70439 4.96624 0.10
H 1.35429 -4.69965 2.97783 0.11
H 2.52408 -2.55640 3.91155 0.10
H 4.92184 -2.06778 4.25222 0.10
H 6.17664 -0.69745 2.58082 0.10
H 5.00674 0.14172 0.54321 0.10
H 2.61201 -0.42810 0.15349 0.10
```

## Properties
Molar mass, u: 700.87
Kohn-Sham gap (spin up / spin down), eV: 4.57 / 4.57
DFT total energy, eV: -68833.5127
LUMO (spin up / spin down), eV: 2.5180 / 2.5181
Energy relative to the best compared isomer or geometry (same formula, charge and spin), kcal/mol: 35.6
Total charge: -1
Maximum force, eV Å⁻¹: 6.2

=====

Record 2
C46H48AsHgN3O as an isolated structure in a non-equilibrium geometry, computed with ωB97M-V with the def2-TZVPD basis set.

XYZ file:
```
100
Properties=species:S:1:pos:R:3:lowdin_charge:R:1
Hg 0.20843 -0.75904 -0.92996 1.12
N 1.33975 -4.02152 1.63054 0.06
N 0.54804 -2.91171 -2.96907 -0.03
C 1.87687 2.48645 -1.17144 -0.28
C 2.92253 1.56685 -0.87056 -0.29
C 2.85966 1.27734 0.51952 -0.28
C 3.71378 0.31490 1.23454 -0.08
H 4.66906 0.19427 0.71619 0.06
H 3.23899 -0.66924 1.28781 0.04
H 3.89370 0.63751 2.26242 0.06
C 1.79709 2.03419 1.08261 -0.27
C 1.42328 2.05588 2.50302 -0.07
H 2.24849 2.43468 3.12297 0.07
H 1.18125 1.04467 2.85727 0.04
H 0.54472 2.68672 2.66490 0.05
C 1.17835 2.76987 0.03659 -0.27
C 0.01633 3.65838 0.22699 -0.09
H -0.84194 3.10015 0.62799 0.04
H -0.27956 4.12682 -0.71649 0.05
H 0.25258 4.45498 0.94954 0.07
C 3.93776 1.03249 -1.81273 -0.09
H 4.93985 1.34823 -1.49680 0.06
H 3.73574 1.41750 -2.81303 0.05
H 3.92357 -0.06465 -1.84396 0.06
C 1.61152 3.05534 -2.51559 -0.09
H 0.65228 3.58036 -2.54538 0.05
H 1.58832 2.25883 -3.27131 0.05
H 2.40591 3.76327 -2.79797 0.06
C 0.56484 -4.69346 2.47427 -0.23
H 0.97084 -5.11333 3.42172 0.08
C -0.83978 -4.85140 2.23605 -0.18
H -1.51059 -5.31677 2.95833 0.05
C -1.33241 -4.35856 1.00255 -0.17
H -2.39253 -4.39655 0.75408 0.08
C -0.44227 -3.66528 0.18980 -0.09
H -0.61352 -3.44427 -0.88912 0.05
C 0.64351 -3.03655 0.99467 -0.45
C 1.09659 -1.75261 1.31177 -0.13
H 1.86843 -1.61160 0.54568 0.01
C 0.45609 -1.57590 -2.96475 -0.34
C 1.41324 -3.30983 -3.91556 -0.17
H 1.94037 -4.27059 -3.77622 0.10
C 1.27707 -2.33877 -4.89109 -0.12
H 1.48976 -2.35310 -5.93954 0.08
N 0.68731 -1.20687 -4.27883 -0.07
C 0.41679 0.04630 -4.85461 -0.13
C 1.48485 0.55422 -5.62581 -0.19
C 1.25573 1.80886 -6.17971 -0.02
H 2.04581 2.26780 -6.75105 0.10
C -0.00572 2.42576 -6.06007 -0.28
C -0.30737 3.64230 -6.88366 -0.08
H -0.94947 4.34433 -6.31255 0.08
H -0.86280 3.36195 -7.80534 0.08
H 0.62724 4.15541 -7.18891 0.07
C -1.02192 1.89393 -5.26051 -0.02
H -1.97975 2.40566 -5.17795 0.11
C -0.82231 0.68217 -4.60273 -0.19
C -1.92030 0.14209 -3.74371 -0.07
H -2.00471 -0.94418 -3.78787 0.08
H -2.87363 0.55690 -4.09605 0.07
H -1.80890 0.42950 -2.68928 0.06
C 2.75983 -0.21489 -5.77901 -0.05
H 2.67263 -0.97302 -6.55697 0.07
H 3.08175 -0.67779 -4.85040 0.09
H 3.53553 0.45781 -6.09753 0.07
O -0.88939 0.09037 1.25886 -0.58
As -1.56148 -0.21694 2.76750 1.24
C -1.83416 1.60487 3.47456 -0.28
C -1.34535 2.05072 4.71079 -0.10
C -1.60560 3.36726 5.12269 -0.10
C -2.35915 4.22995 4.31671 -0.11
C -2.77697 3.80057 3.05328 -0.09
C -2.52706 2.48783 2.63365 -0.12
C -2.98978 -1.51564 2.42333 -0.27
C -3.21144 -2.67077 3.18430 -0.10
C -4.34013 -3.45515 2.90917 -0.10
C -5.28065 -3.04098 1.95921 -0.11
C -5.01253 -1.91923 1.16754 -0.10
C -3.82480 -1.20222 1.34584 -0.10
C -0.26520 -1.11169 3.93080 -0.30
C 1.06254 -1.21956 3.58147 -0.17
C 2.00186 -1.74488 4.45329 -0.07
C 1.57046 -2.23904 5.68705 -0.11
C 0.21696 -2.18120 6.02897 -0.12
C -0.71049 -1.58870 5.16852 -0.15
H -0.77444 1.37642 5.35474 0.10
H -1.22228 3.71819 6.08242 0.09
H -2.62036 5.22887 4.67595 0.09
H -3.30570 4.48493 2.38603 0.10
H -2.88531 2.14499 1.65882 0.10
H -2.52523 -2.95735 3.98387 0.09
H -4.49115 -4.38585 3.45674 0.10
H -6.21553 -3.59519 1.83742 0.09
H -5.72651 -1.59106 0.41106 0.09
H -3.55907 -0.38930 0.66667 0.10
H 1.35884 -0.99354 2.45821 0.00
H 3.05239 -1.76147 4.15647 0.11
H 2.29767 -2.66252 6.37601 0.09
H -0.12608 -2.58961 6.97641 0.08
H -1.76138 -1.49625 5.44289 0.09
```

## Properties
Molar mass, u: 934.42
Kohn-Sham gap, eV: 4.12
DFT total energy, eV: -120000.4712
LUMO, eV: 4.1863
Energy relative to the best compared isomer or geometry (same formula, charge and spin), kcal/mol: 119.7
Total charge: -2
Maximum force, eV Å⁻¹: 7.2